ORCA calculation (ωB97M-V with the def2-TZVPD basis set) on a molecular structure, C22H31F5MoN10O3S5SbTe.

```
79
C22H31F5MoN10O3S5SbTe, DFT ωB97M-V with the def2-TZVPD basis set
Mo -0.75313 -0.53104 0.24914
S -5.79651 0.11867 -0.46900
Sb -3.84457 -0.32441 -1.56678
S -2.89517 -1.68684 0.24312
S 0.37463 -2.18250 -0.96937
N -4.26881 6.40268 4.01917
C -3.69781 5.39155 3.29974
C -2.42548 5.54541 2.73512
C -1.84148 4.51561 2.03197
C -2.51514 3.31487 1.89790
C -3.76801 3.13083 2.46085
C -4.35340 4.16089 3.16410
S -1.86295 2.06750 0.85814
O -0.72709 2.55132 0.11195
O -2.96189 1.50670 0.10392
N -1.28306 0.83687 1.75026
C 0.05045 1.14316 1.95846
N 0.46497 1.91369 2.91315
C 1.79824 2.17364 2.94865
C 2.65502 1.65348 1.98970
C 2.14176 0.82394 1.01462
N 0.80775 0.51291 1.00663
H -3.89666 7.32699 3.88467
H -5.25777 6.34806 4.19957
H -1.92090 6.49258 2.83538
H -0.88360 4.62525 1.55473
H -4.27745 2.19109 2.31376
H -5.33556 4.03408 3.59373
H 2.12055 2.81008 3.75619
H 3.70305 1.90116 1.99676
H 2.74060 0.38427 0.22753
C 2.94132 -4.36212 -5.20285
C 2.90500 -4.49434 -3.71622
C 2.93468 -5.74884 -3.10629
C 2.88157 -5.78366 -1.72024
N 2.81835 -4.67729 -1.00353
C 2.77346 -3.53830 -1.66417
S 2.52678 -2.08586 -0.69406
N 2.80713 -3.38307 -2.98875
H 3.42503 -5.23133 -5.64078
H 3.45949 -3.45583 -5.50511
H 1.92228 -4.31613 -5.58603
H 2.99121 -6.65143 -3.69074
H 2.87855 -6.71293 -1.16410
N 1.47779 -0.88885 -3.40145
C 1.56913 0.21702 -4.36601
C 0.77363 1.33982 -3.66942
N 1.25079 1.33515 -2.28239
H 2.18227 -1.65946 -3.41230
H 0.54523 -1.31479 -3.39492
H 1.52338 -0.26982 -2.50031
H 1.16923 -0.03645 -5.34583
H 2.61882 0.50700 -4.46247
H -0.29427 1.09690 -3.67033
H 0.89172 2.30214 -4.17326
H 0.51424 1.65538 -1.65801
H 2.03094 1.97560 -2.16894
C 1.88601 -1.98192 4.98989
C 1.07204 -2.32358 3.80062
C 0.81073 -3.51469 3.16020
C 0.00599 -3.19234 2.05796
N -0.18981 -1.86876 2.00286
N 0.44559 -1.37006 3.08803
C -0.55693 -4.19573 1.12172
H 2.09021 -2.87434 5.57336
H 1.36969 -1.24810 5.60762
H 2.83853 -1.55300 4.67571
H 1.14750 -4.49356 3.43180
H 0.37425 -0.39245 3.33728
H -0.91992 -5.04736 1.69246
H 0.22372 -4.54466 0.44555
H -1.38074 -3.78660 0.54057
F -2.51124 1.05489 -3.64231
Te -1.99822 2.45757 -1.95678
F -2.40867 3.60056 -3.46362
F -4.01126 2.37485 -2.04350
F -0.30612 3.72932 -2.21211
F -2.58850 4.01731 -0.93868
O -1.20119 0.18167 -1.19390
```

Summary:
Total charge: 0
Total energy in Eh: -4696.9595
2S+1: 2
Relative energy (zero: lowest compared OMol25 entry of this formula, charge and spin) in kJ/mol: 96.89
Kohn-Sham gap (alpha / beta) in eV: 5.302 / 5.002
Strongest force on any atom in eV Å⁻¹: 8.97

Atom charges from the Mulliken analysis, given in e for atoms 1 to 8:
1 Mo -0.29
2 S -0.55
3 Sb 0.85
4 S -0.43
5 S -0.38
6 N -0.51
7 C 1.14
8 C -0.95